a | {"formula": "C6H12N2O", "method": "ωB97M-V/def2-TZVPD", "species": ["C", "C", "O", "C", "C", "N", "N", "C", "C", "H", "H", "H", "H", "H", "H", "H", "H", "H", "H", "H", "H"], "coordinates": [[-0.60, 2.10, 0.12], [-0.76, 0.61, 0.07], [-2.13, 0.33, -0.11], [0.24, -0.36, -0.64], [0.02, -1.28, -1.80], [1.48, -0.19, 0.06], [2.13, 1.06, -0.13], [0.04, -0.40, 0.82], [-0.31, -1.43, 1.82], [0.43, 2.39, 0.31], [-0.96, 2.54, -0.81], [-1.21, 2.48, 0.94], [-2.27, -0.63, -0.09], [-1.04, -1.37, -2.01], [0.44, -2.27, -1.60], [0.52, -0.88, -2.69], [2.85, 1.17, 0.58], [2.34, 1.24, -1.10], [0.36, -1.37, 2.68], [-1.33, -1.31, 2.18], [-0.22, -2.44, 1.41]], "e_homo_ha": -0.2914, "smiles": "CC1(O)[C@@]2(C)N(N)[C@]12C", "orbital_gap_ev": 8.75}

b | {"formula": "C6H12N2O", "method": "ωB97M-V/def2-TZVPD", "species": ["C", "C", "C", "C", "N", "C", "C", "N", "H", "H", "H", "H", "H", "H", "H", "H", "H", "H", "O", "H", "H"], "coordinates": [[-2.81, 0.22, 0.13], [-1.33, 0.51, 0.00], [-0.35, -0.27, 0.90], [0.62, -0.44, -0.31], [1.15, -1.78, -0.47], [-0.57, -0.04, -1.23], [1.68, 0.61, -0.30], [2.09, 1.66, -0.77], [-3.01, -0.86, 0.06], [-3.19, 0.57, 1.10], [-3.38, 0.72, -0.66], [-1.15, 1.59, 0.10], [0.05, 0.22, 1.80], [-0.75, -1.26, 1.17], [1.77, -1.88, -1.27], [1.59, -2.13, 0.38], [-1.04, -0.96, -1.61], [-0.35, 0.65, -2.06], [2.90, 0.96, 1.28], [3.01, 1.91, 0.38], [3.08, 0.02, 1.40]], "e_homo_ha": -0.3318, "orbital_gap_ev": 9.68}

The structure with the most favorable energy is a; the runner-up is 34.7 kJ/mol above it.

a | {"formula": "C36H90BaN7O15", "method": "ωB97M-V/def2-TZVPD", "species": ["Ba", "N", "O", "O", "O", "C", "O", "C", "C", "N", "C", "C", "O", "C", "H", "H", "H", "H", "H", "H", "H", "H", "H", "H", "H", "H", "H", "H", "H", "C", "O", "C", "C", "N", "C", "C", "O", "C", "H", "H", "H", "H", "H", "H", "H", "H", "H", "H", "H", "H", "H", "H", "H", "C", "O", "C", "C", "N", "C", "C", "O", "C", "H", "H", "H", "H", "H", "H", "H", "H", "H", "H", "H", "H", "H", "H", "H", "C", "O", "C", "C", "N", "C", "C", "O", "C", "H", "H", "H", "H", "H", "H", "H", "H", "H", "H", "H", "H", "H", "H", "H", "C", "O", "C", "C", "N", "C", "C", "O", "C", "H", "H", "H", "H", "H", "H", "H", "H", "H", "H", "H", "H", "H", "H", "H", "C", "O", "C", "C", "N", "C", "C", "O", "C", "H", "H", "H", "H", "H", "H", "H", "H", "H", "H", "H", "H", "H", "H", "H"], "coordinates": [[-4.61, 2.04, 0.43], [-1.26, -0.16, 0.54], [-0.15, 0.33, 0.49], [-2.21, 0.56, 0.76], [-1.51, -1.41, 0.34], [-3.45, 3.53, 3.78], [-3.11, 3.52, 2.40], [-1.92, 4.29, 2.05], [-1.54, 3.91, 0.62], [-2.67, 4.13, -0.30], [-2.29, 3.99, -1.69], [-2.00, 2.47, -2.08], [-3.20, 1.73, -1.89], [-3.12, 0.44, -2.52], [-2.67, 3.01, 4.33], [-4.42, 3.07, 3.94], [-3.56, 4.60, 3.98], [-1.21, 4.01, 2.83], [-2.20, 5.34, 2.11], [-1.24, 2.86, 0.60], [-0.66, 4.52, 0.43], [-3.13, 5.01, -0.09], [-1.44, 4.67, -1.76], [-3.06, 4.42, -2.33], [-1.13, 2.07, -1.55], [-1.75, 2.41, -3.14], [-2.80, 0.59, -3.55], [-4.06, -0.11, -2.45], [-2.36, -0.22, -2.10], [2.86, -4.52, -4.57], [3.19, -3.14, -4.37], [4.52, -2.87, -4.68], [4.89, -1.39, -4.35], [4.80, -1.03, -2.91], [5.21, 0.31, -2.64], [5.20, 0.50, -1.10], [3.90, 0.30, -0.51], [3.77, 0.42, 0.93], [1.83, -4.83, -4.43], [3.42, -5.17, -3.89], [3.06, -4.75, -5.61], [4.64, -2.95, -5.76], [5.25, -3.50, -4.17], [4.20, -0.79, -4.93], [5.91, -1.26, -4.70], [4.03, -1.34, -2.34], [4.64, 1.06, -3.20], [6.26, 0.37, -2.94], [5.41, 1.54, -0.84], [5.87, -0.17, -0.55], [2.71, 0.46, 1.17], [4.34, 1.27, 1.30], [4.07, -0.50, 1.44], [1.70, -2.45, 1.90], [0.41, -3.05, 1.92], [-0.10, -3.09, 3.22], [-1.65, -3.08, 3.34], [-2.16, -4.37, 2.81], [-3.60, -4.46, 2.90], [-4.11, -5.77, 2.22], [-3.95, -5.57, 0.80], [-5.15, -5.89, 0.11], [2.31, -2.69, 2.77], [1.55, -1.38, 1.93], [2.15, -2.76, 0.95], [0.23, -2.20, 3.75], [0.36, -3.85, 3.85], [-2.12, -2.23, 2.86], [-1.83, -3.13, 4.41], [-1.84, -5.15, 3.37], [-3.95, -3.52, 2.49], [-3.89, -4.45, 3.95], [-5.15, -5.91, 2.53], [-3.54, -6.63, 2.59], [-5.01, -5.91, -0.97], [-5.79, -5.02, 0.27], [-5.59, -6.83, 0.43], [0.93, -1.59, -1.92], [0.06, -2.68, -2.18], [-0.38, -2.71, -3.52], [-1.36, -3.89, -3.85], [-2.42, -3.80, -2.88], [-3.58, -4.63, -3.25], [-3.33, -6.11, -3.13], [-2.82, -6.48, -1.86], [-3.10, -7.88, -1.55], [1.79, -1.80, -2.55], [1.20, -1.52, -0.86], [0.47, -0.64, -2.17], [0.45, -2.72, -4.23], [-0.99, -1.81, -3.61], [-0.85, -4.85, -3.81], [-1.79, -3.77, -4.84], [-2.83, -2.90, -3.10], [-3.88, -4.37, -4.27], [-4.44, -4.35, -2.64], [-2.64, -6.47, -3.89], [-4.27, -6.61, -3.38], [-2.73, -8.58, -2.30], [-4.17, -7.98, -1.38], [-2.52, -8.13, -0.66], [2.14, 2.23, -1.88], [3.20, 3.18, -1.80], [3.23, 3.92, -0.57], [1.95, 4.76, -0.32], [2.01, 6.12, -0.87], [1.79, 5.98, -2.30], [2.05, 7.29, -2.97], [0.92, 8.13, -3.00], [1.15, 9.40, -3.55], [1.95, 1.66, -0.97], [2.42, 1.56, -2.69], [1.17, 2.65, -2.11], [4.08, 4.60, -0.58], [3.36, 3.31, 0.33], [1.84, 4.83, 0.76], [1.05, 4.27, -0.68], [1.31, 6.77, -0.53], [0.81, 5.58, -2.57], [2.46, 5.24, -2.73], [2.40, 7.06, -3.98], [2.89, 7.75, -2.46], [0.33, 10.12, -3.48], [1.47, 9.46, -4.59], [1.92, 9.89, -2.94], [-0.49, -0.92, 7.68], [-0.62, 0.48, 7.39], [-1.73, 0.81, 6.47], [-1.28, 0.58, 5.04], [-0.25, 1.54, 4.74], [0.29, 1.40, 3.39], [1.48, 2.31, 3.18], [2.63, 1.77, 3.82], [3.74, 2.60, 3.71], [0.47, -1.12, 8.16], [-0.48, -1.58, 6.82], [-1.21, -1.20, 8.45], [-2.02, 1.85, 6.57], [-2.61, 0.22, 6.74], [-2.12, 0.63, 4.34], [-0.90, -0.44, 4.97], [0.53, 1.31, 5.34], [-0.47, 1.65, 2.64], [0.55, 0.36, 3.18], [1.28, 3.29, 3.60], [1.64, 2.33, 2.10], [4.06, 2.81, 2.69], [4.64, 2.09, 4.07], [3.66, 3.53, 4.27]], "total_charge": 1, "e_homo_ha": -0.3482, "orbital_gap_ev": 5.25}

b | {"formula": "C36H90BaN7O15", "method": "ωB97M-V/def2-TZVPD", "species": ["Ba", "N", "O", "O", "O", "C", "O", "C", "C", "N", "C", "C", "O", "C", "H", "H", "H", "H", "H", "H", "H", "H", "H", "H", "H", "H", "H", "H", "H", "C", "O", "C", "C", "N", "C", "C", "O", "C", "H", "H", "H", "H", "H", "H", "H", "H", "H", "H", "H", "H", "H", "H", "H", "C", "O", "C", "C", "N", "C", "C", "O", "C", "H", "H", "H", "H", "H", "H", "H", "H", "H", "H", "H", "H", "H", "H", "H", "C", "O", "C", "C", "N", "C", "C", "O", "C", "H", "H", "H", "H", "H", "H", "H", "H", "H", "H", "H", "H", "H", "H", "H", "C", "O", "C", "C", "N", "C", "C", "O", "C", "H", "H", "H", "H", "H", "H", "H", "H", "H", "H", "H", "H", "H", "H", "H", "C", "O", "C", "C", "N", "C", "C", "O", "C", "H", "H", "H", "H", "H", "H", "H", "H", "H", "H", "H", "H", "H", "H", "H"], "coordinates": [[2.43, -2.35, -3.52], [0.85, 0.12, -1.07], [0.61, -0.30, 0.07], [1.70, -0.47, -1.81], [0.23, 1.08, -1.53], [5.96, -2.17, -1.93], [4.60, -2.49, -1.70], [4.43, -3.15, -0.44], [2.96, -3.33, -0.14], [2.38, -4.12, -1.24], [0.99, -4.56, -0.96], [-0.02, -3.43, -1.08], [-0.06, -2.86, -2.39], [-1.20, -2.03, -2.62], [6.12, -1.92, -2.98], [6.68, -2.96, -1.72], [6.24, -1.31, -1.33], [4.92, -2.56, 0.34], [4.99, -4.10, -0.45], [2.46, -2.35, -0.14], [2.86, -3.78, 0.85], [3.00, -4.91, -1.39], [0.97, -5.09, -0.01], [0.73, -5.27, -1.76], [0.22, -2.73, -0.27], [-1.01, -3.87, -0.89], [-1.25, -1.19, -1.93], [-2.10, -2.66, -2.54], [-1.29, -1.71, -3.65], [-6.50, 3.58, -0.78], [-6.32, 2.82, 0.41], [-6.60, 3.52, 1.60], [-6.45, 2.57, 2.77], [-5.06, 2.28, 3.05], [-4.84, 1.14, 3.93], [-3.37, 0.85, 4.14], [-2.72, 0.98, 2.89], [-1.35, 0.61, 2.97], [-7.46, 4.09, -0.68], [-6.39, 2.85, -1.58], [-5.71, 4.32, -0.92], [-7.61, 3.95, 1.55], [-5.91, 4.36, 1.73], [-7.02, 1.66, 2.56], [-6.85, 3.09, 3.65], [-4.56, 2.08, 2.19], [-5.31, 0.18, 3.66], [-5.38, 1.37, 4.86], [-3.28, -0.17, 4.54], [-2.90, 1.49, 4.89], [-0.73, 1.36, 3.46], [-1.05, 0.51, 1.92], [-1.20, -0.37, 3.43], [0.97, 3.91, 1.32], [1.16, 3.86, -0.07], [2.52, 3.98, -0.38], [2.85, 3.52, -1.82], [2.05, 4.34, -2.75], [2.54, 4.04, -4.10], [1.84, 4.95, -5.15], [0.45, 4.64, -5.15], [0.01, 4.63, -6.49], [-0.08, 3.73, 1.55], [1.20, 4.86, 1.80], [1.54, 3.11, 1.82], [3.13, 3.41, 0.34], [2.83, 5.02, -0.24], [2.71, 2.44, -1.95], [3.93, 3.71, -1.91], [2.39, 5.28, -2.56], [2.36, 3.00, -4.40], [3.63, 4.14, -4.25], [2.31, 4.72, -6.11], [2.00, 6.00, -4.89], [-1.05, 4.41, -6.60], [0.57, 3.84, -7.02], [0.25, 5.49, -7.13], [-2.87, 1.30, -0.39], [-3.16, 1.97, -1.58], [-4.16, 1.33, -2.32], [-4.49, 2.08, -3.59], [-3.27, 2.12, -4.39], [-3.51, 2.81, -5.66], [-3.76, 4.31, -5.62], [-2.64, 4.97, -5.02], [-2.69, 6.35, -5.22], [-3.69, 1.38, 0.34], [-2.02, 1.76, 0.12], [-2.61, 0.25, -0.53], [-5.03, 1.21, -1.64], [-3.83, 0.29, -2.51], [-4.85, 3.08, -3.33], [-5.36, 1.56, -4.02], [-3.08, 1.17, -4.70], [-4.31, 2.33, -6.24], [-2.62, 2.70, -6.28], [-4.63, 4.68, -5.06], [-3.85, 4.72, -6.63], [-1.87, 6.85, -4.70], [-3.61, 6.81, -4.85], [-2.51, 6.62, -6.27], [-0.04, -3.04, 2.56], [1.11, -3.87, 2.56], [1.03, -4.97, 3.46], [0.02, -6.01, 3.00], [0.14, -7.19, 3.86], [-1.09, -7.94, 3.98], [-0.95, -9.07, 4.98], [0.16, -9.91, 4.73], [0.16, -10.70, 3.59], [-0.81, -3.47, 1.91], [0.15, -2.06, 2.13], [-0.41, -2.85, 3.58], [0.88, -4.62, 4.49], [2.06, -5.36, 3.47], [0.19, -6.31, 1.96], [-0.97, -5.56, 3.10], [0.87, -7.84, 3.60], [-1.46, -8.40, 3.05], [-1.94, -7.33, 4.27], [-1.88, -9.65, 5.07], [-0.76, -8.71, 5.99], [0.03, -10.10, 2.67], [-0.64, -11.45, 3.53], [1.14, -11.16, 3.50], [6.51, 3.01, 0.21], [5.51, 2.19, 0.78], [5.33, 1.00, 0.04], [4.06, 0.33, 0.49], [4.16, -0.09, 1.89], [2.85, -0.39, 2.46], [2.94, -0.36, 3.99], [3.05, 1.00, 4.33], [3.07, 1.20, 5.73], [7.37, 2.42, -0.13], [6.83, 3.71, 0.98], [6.19, 3.58, -0.66], [6.23, 0.40, 0.24], [5.25, 1.20, -1.04], [3.86, -0.56, -0.12], [3.19, 0.98, 0.31], [4.50, 0.74, 2.37], [2.50, -1.37, 2.12], [2.06, 0.31, 2.14], [3.81, -0.95, 4.29], [2.03, -0.82, 4.39], [3.85, 0.62, 6.25], [2.15, 0.83, 6.21], [3.22, 2.26, 5.91]], "total_charge": 1, "e_homo_ha": -0.3560, "orbital_gap_ev": 5.74}

The structure with the most favorable energy is b; the runner-up is 251.1 kJ/mol above it.

a | {"formula": "CH4O3", "method": "ωB97M-V/def2-TZVPD", "species": ["O", "C", "O", "H", "H", "O", "H", "H"], "coordinates": [[1.44, 0.41, 0.45], [1.38, -0.47, -0.37], [0.37, -1.33, -0.47], [2.16, -0.70, -1.11], [-0.28, -1.12, 0.22], [-1.63, 0.78, 0.16], [-1.09, 1.00, 0.94], [-2.35, 1.42, 0.19]], "e_homo_ha": -0.4000, "smiles": "O=CO.O", "orbital_gap_ev": 11.59}

b | {"formula": "CH4O3", "method": "ωB97M-V/def2-TZVPD", "species": ["O", "C", "O", "H", "H", "O", "H", "H"], "coordinates": [[-1.23, -0.45, 0.08], [-0.48, -0.49, -0.89], [0.82, -0.29, -0.77], [-0.80, -0.65, -1.92], [1.02, 0.27, 0.18], [0.69, 0.90, 1.28], [0.41, 1.80, 1.47], [-0.11, 0.35, 1.41]], "e_homo_ha": -0.3903, "smiles": "O=CO.O", "orbital_gap_ev": 11.17}

c | {"formula": "CH4O3", "method": "ωB97M-V/def2-TZVPD", "species": ["O", "C", "O", "H", "H", "O", "H", "H"], "coordinates": [[-0.09, 1.33, -0.32], [-0.92, 1.55, 0.54], [-2.23, 1.82, 0.29], [-0.78, 1.92, 1.57], [-2.62, 2.04, 1.18], [2.03, -3.16, -0.87], [1.93, -2.19, -0.80], [2.69, -3.30, -1.58]], "e_homo_ha": -0.4086, "smiles": "O=CO.O", "orbital_gap_ev": 11.54}

The structure with the most favorable energy is a; the runner-up is 26.0 kJ/mol above it.

a | {"formula": "C6H5NO2", "method": "ωB97M-V/def2-TZVPD", "species": ["O", "C", "C", "C", "C", "C", "C", "O", "N", "H", "H", "H", "H", "H"], "coordinates": [[-0.61, 0.22, -3.20], [-0.49, 0.37, -1.89], [0.70, -0.20, -1.18], [1.10, 0.19, 0.29], [0.10, 1.01, 1.01], [-0.65, 0.16, 1.82], [-0.44, -1.32, 1.03], [-1.27, -2.18, 0.97], [0.59, -1.13, -0.10], [-1.41, 0.36, -1.31], [1.73, -0.34, -1.72], [2.17, 0.34, 0.27], [-0.01, 2.16, 1.33], [-1.52, 0.37, 2.69]], "e_homo_ha": -0.3562, "smiles": "O=C[C@H]1[C@H]2C=CC(=O)N21", "orbital_gap_ev": 9.22}

b | {"formula": "C6H5NO2", "method": "ωB97M-V/def2-TZVPD", "species": ["C", "C", "C", "C", "C", "C", "N", "O", "O", "H", "H", "H", "H", "H"], "coordinates": [[-3.46, 1.15, -0.70], [-2.93, 0.57, 0.28], [1.88, -1.32, 0.00], [1.07, -0.22, 0.12], [-0.14, -0.90, 0.53], [1.41, 1.16, -0.26], [-0.06, -2.18, 0.68], [1.26, -2.49, 0.38], [-2.13, 0.35, 1.17], [-4.41, 0.94, -1.17], [2.98, -1.55, -0.12], [0.66, 1.90, 0.01], [2.22, 1.31, 0.34], [1.64, 1.28, -1.26]], "e_homo_ha": [-0.3612, -0.3575], "orbital_gap_ev": [9.01, 7.28]}

c | {"formula": "C6H5NO2", "method": "ωB97M-V/def2-TZVPD", "species": ["C", "C", "C", "C", "C", "C", "N", "O", "O", "H", "H", "H", "H", "H"], "coordinates": [[1.96, 0.76, 0.77], [1.97, 0.05, -0.40], [-1.35, 1.77, 0.01], [-0.24, 1.11, 0.34], [-1.58, -0.92, -0.31], [-0.21, -0.45, 0.14], [0.87, -0.47, -0.79], [0.89, 1.56, 0.87], [-2.15, 0.01, -1.19], [2.78, 1.02, 1.38], [-1.62, -1.95, -0.76], [-2.07, -0.91, 0.61], [0.13, -0.99, 1.01], [0.63, -0.61, -1.67]], "e_homo_ha": -0.3177, "orbital_gap_ev": 6.26}

d | {"formula": "C6H5NO2", "method": "ωB97M-V/def2-TZVPD", "species": ["C", "C", "C", "C", "C", "C", "H", "H", "H", "H", "H", "N", "O", "O"], "coordinates": [[1.15, 1.86, -1.12], [0.43, 0.95, -0.50], [0.90, 0.21, 0.77], [-1.03, -0.46, 0.71], [0.42, -1.22, 0.37], [-1.02, 0.21, -0.67], [1.16, 2.34, -2.25], [2.29, 1.97, -0.65], [1.69, 0.49, 1.47], [-0.33, 0.12, 2.46], [-1.90, -0.93, 1.06], [-0.35, 0.53, 1.59], [0.99, -2.31, 0.38], [-1.69, 0.18, -1.69]], "e_homo_ha": -0.3564, "orbital_gap_ev": 9.16}

The structure with the most favorable energy is d; the runner-up is 94.0 kJ/mol above it.

a | {"formula": "C4H14NO3", "method": "ωB97M-V/def2-TZVPD", "species": ["C", "C", "N", "C", "C", "O", "H", "H", "H", "H", "H", "H", "H", "H", "H", "H", "H", "H", "O", "H", "H", "O"], "coordinates": [[0.77, 2.74, -0.39], [0.22, 1.69, -1.45], [-0.04, 0.34, -0.93], [-1.31, 0.27, -0.26], [-1.14, 0.26, 1.33], [0.18, 0.01, 1.65], [0.72, 3.71, -0.87], [0.16, 2.64, 0.51], [1.80, 2.53, -0.07], [0.84, 1.55, -2.32], [-0.70, 2.19, -1.74], [0.71, 0.06, -0.28], [-2.05, 1.02, -0.53], [-1.75, -0.69, -0.65], [-1.75, -0.56, 1.77], [-1.52, 1.22, 1.72], [0.31, -1.55, 1.62], [1.07, -2.79, 1.06], [0.71, -2.46, 1.90], [0.32, -1.30, -1.89], [-0.26, -2.52, -1.18], [0.48, -2.27, -1.73]], "total_charge": -1, "e_homo_ha": -0.1330, "orbital_gap_ev": 7.42}

b | {"formula": "C4H14NO3", "method": "ωB97M-V/def2-TZVPD", "species": ["C", "C", "C", "N", "C", "O", "H", "H", "H", "H", "H", "H", "H", "H", "H", "H", "H", "H", "O", "H", "H", "O"], "coordinates": [[0.49, 1.76, -1.37], [-0.52, 1.13, -0.42], [-1.61, 0.29, -1.03], [0.28, 0.33, 0.57], [1.15, -0.78, 0.12], [0.51, -1.78, -0.52], [0.87, 1.11, -2.24], [0.08, 2.69, -1.94], [1.40, 1.84, -0.90], [-1.03, 1.89, 0.37], [-1.04, -0.60, -1.28], [-2.37, -0.21, -0.38], [-2.19, 0.87, -1.74], [-0.36, -0.18, 1.25], [2.02, -0.55, -0.75], [1.77, -1.20, 0.92], [0.49, 0.85, 2.63], [2.03, 0.84, 2.83], [1.23, 0.63, 3.30], [-0.77, -2.17, 0.06], [-0.97, -3.74, 0.16], [-1.45, -3.01, 0.37]], "total_charge": -1, "e_homo_ha": -0.1264, "orbital_gap_ev": 7.24}

The structure with the most favorable energy is a; the runner-up is 142.0 kJ/mol above it.